No. 1
{
  "formula": "C18H22BN12NiO2PS2",
  "method": "ωB97M-V/def2-TZVPD",
  "species": ["Ni", "C", "C", "N", "N", "C", "B", "N", "C", "C", "C", "N", "N", "C", "C", "C", "N", "N", "C", "C", "C", "N", "H", "H", "H", "H", "H", "H", "H", "H", "H", "H", "H", "H", "S", "C", "S", "C", "C", "N", "C", "N", "N", "C", "P", "O", "O", "C", "N", "H", "H", "H", "H", "H", "H", "H", "H", "H", "H"],
  "positions_angstrom": [[0.569, -0.220, -0.007], [0.794, -4.446, -0.672], [1.372, -3.246, -0.258], [0.586, -2.222, -0.571], [-0.505, -2.736, -1.190], [-0.402, -4.077, -1.250], [-1.688, -1.781, -1.395], [-1.196, -0.543, -2.205], [-1.759, 0.019, -3.287], [-1.125, 1.220, -3.538], [-0.170, 1.324, -2.529], [-0.213, 0.254, -1.744], [-2.106, -1.280, 0.035], [-3.164, -1.584, 0.805], [-2.984, -1.019, 2.051], [-1.746, -0.385, 1.965], [-1.227, -0.552, 0.755], [-2.866, -2.390, -2.111], [-4.138, -1.908, -2.192], [-4.784, -2.586, -3.189], [-3.807, -3.471, -3.692], [-2.660, -3.340, -3.056], [1.197, -5.440, -0.580], [2.315, -3.074, 0.235], [-1.169, -4.657, -1.732], [-2.557, -0.480, -3.813], [-1.322, 1.910, -4.339], [0.539, 2.112, -2.334], [-3.966, -2.199, 0.428], [-3.647, -1.078, 2.898], [-1.192, 0.157, 2.716], [-4.481, -1.105, -1.558], [-5.805, -2.466, -3.509], [-3.898, -4.194, -4.487], [1.830, -0.528, 1.936], [3.295, -0.186, 1.108], [2.791, -0.012, -0.546], [4.547, -0.037, 1.607], [5.595, 0.393, 0.742], [6.445, 0.764, 0.059], [4.769, -0.172, 3.010], [4.947, -0.285, 4.141], [-0.453, 3.827, 3.623], [0.610, 2.827, 3.230], [0.847, 3.127, 1.402], [0.173, 4.450, 1.240], [0.458, 1.897, 0.659], [2.672, 3.394, 1.217], [3.130, 3.015, -0.153], [-1.363, 3.391, 3.745], [-0.494, 4.482, 2.783], [-0.229, 4.336, 4.474], [0.273, 1.816, 3.433], [1.503, 3.021, 3.821], [3.235, 2.795, 1.932], [2.900, 4.447, 1.367], [2.948, 1.986, -0.349], [4.130, 3.175, -0.268], [2.645, 3.557, -0.866]],
  "nbo_charge": [1.25, -0.33, -0.01, -0.39, -0.35, 0.02, 0.93, -0.32, 0.02, -0.34, 0.00, -0.38, -0.32, 0.01, -0.33, -0.02, -0.36, -0.40, -0.05, -0.34, -0.04, -0.28, 0.24, 0.22, 0.26, 0.25, 0.25, 0.20, 0.24, 0.24, 0.20, 0.22, 0.24, 0.22, 0.03, -0.25, -0.01, -0.42, 0.27, -0.28, 0.26, -0.26, -0.70, -0.62, 2.17, -1.12, -1.16, -0.61, -0.71, 0.44, 0.49, 0.43, 0.25, 0.25, 0.25, 0.25, 0.44, 0.44, 0.43],
  "gap_ev": [6.311, 8.456],
  "multiplicity": 2,
  "charge": 1,
  "e_lumo_ev": [-5.183, -3.036],
  "e_homo_ev": [-11.49, -11.49]
}

---

No. 2
{
  "formula": "C18H22Cl2F3O5S",
  "method": "ωB97M-V/def2-TZVPD",
  "species": ["C", "C", "C", "C", "C", "C", "C", "C", "O", "C", "C", "Cl", "C", "C", "Cl", "C", "S", "O", "O", "C", "F", "F", "F", "C", "O", "H", "H", "H", "H", "H", "H", "H", "H", "H", "H", "H", "H", "H", "H", "H", "C", "C", "C", "O", "H", "H", "H", "H", "H", "H", "H"],
  "positions_angstrom": [[1.350, -4.189, 1.436], [1.435, -2.640, 0.948], [2.932, -2.050, 1.188], [3.194, -0.888, 0.100], [2.904, 0.550, 0.758], [1.348, 0.939, 0.745], [0.684, 0.830, -0.506], [-0.871, 1.182, -0.525], [-1.495, 1.579, -1.545], [-1.642, 0.950, 0.871], [-3.166, 0.558, 0.762], [-4.406, 1.904, 0.696], [-3.557, -0.795, 0.695], [-5.082, -1.268, 0.536], [-2.183, -2.018, 0.803], [-0.995, 1.056, 2.130], [-1.808, 0.754, 3.751], [-3.275, 1.046, 3.796], [-1.149, 1.698, 4.736], [-1.432, -0.972, 4.440], [-2.581, -1.727, 4.685], [-0.565, -1.713, 3.629], [-0.789, -0.822, 5.694], [0.572, 1.434, 2.055], [1.185, 2.047, 2.942], [2.331, -4.475, 1.945], [0.456, -4.339, 2.143], [1.178, -4.796, 0.479], [1.090, -2.517, -0.131], [0.747, -1.961, 1.573], [3.682, -2.903, 1.150], [3.018, -1.560, 2.212], [2.554, -1.102, -0.815], [4.290, -0.995, -0.234], [3.294, 0.627, 1.825], [3.421, 1.313, 0.070], [1.169, 0.505, -1.479], [-5.488, -1.043, -0.514], [-5.150, -2.401, 0.706], [-5.670, -0.753, 1.359], [-0.136, 3.205, -4.317], [1.254, 2.598, -4.563], [1.353, 2.104, -6.020], [1.375, 1.542, -3.758], [-0.938, 2.478, -4.485], [-0.231, 3.581, -3.294], [-0.317, 4.051, -4.996], [1.970, 3.440, -4.482], [0.599, 1.343, -6.251], [2.339, 1.677, -6.229], [1.202, 2.937, -6.720]],
  "nbo_charge": [-0.63, -0.41, -0.40, -0.40, -0.45, -0.07, -0.24, 0.50, -0.43, 0.04, -0.07, 0.02, 0.02, -0.66, -0.03, -0.36, 1.94, -0.85, -0.86, 0.77, -0.30, -0.31, -0.31, 0.54, -0.48, 0.21, 0.21, 0.21, 0.21, 0.20, 0.20, 0.20, 0.22, 0.21, 0.23, 0.25, 0.32, 0.25, 0.24, 0.25, -0.62, 0.13, -0.62, -0.96, 0.19, 0.19, 0.15, 0.06, 0.18, 0.19, 0.16],
  "gap_ev": 3.070,
  "multiplicity": 1,
  "charge": -1,
  "e_lumo_ev": 0.227,
  "e_homo_ev": -2.84
}

---

No. 3
{
  "formula": "C18H22ClF2N3O4",
  "method": "ωB97M-V/def2-TZVPD",
  "species": ["C", "N", "C", "C", "C", "C", "N", "C", "O", "C", "C", "C", "N", "C", "Cl", "C", "C", "C", "O", "C", "O", "C", "C", "O", "C", "C", "F", "F", "H", "H", "H", "H", "H", "H", "H", "H", "H", "H", "H", "H", "H", "H", "H", "H", "H", "H", "H", "H", "H", "H"],
  "positions_angstrom": [[0.141, -1.030, 4.086], [-0.786, -1.343, 3.019], [-0.300, -2.378, 2.111], [0.414, -1.816, 0.894], [0.954, -2.923, -0.010], [2.329, -2.607, -0.574], [2.325, -1.433, -1.420], [2.748, -0.215, -0.995], [3.157, 0.013, 0.124], [2.699, 0.849, -2.037], [2.745, 0.788, -3.380], [2.736, 2.151, -3.827], [2.773, 2.670, -5.055], [2.747, 3.971, -5.101], [2.794, 4.683, -6.679], [2.685, 4.825, -3.993], [2.647, 4.294, -2.722], [2.677, 2.921, -2.668], [2.655, 2.129, -1.575], [-1.891, -0.561, 2.935], [-2.091, 0.329, 3.749], [-2.996, -0.663, 1.870], [-4.310, -0.806, 2.630], [-2.861, -1.762, 0.966], [-2.934, 0.669, 1.119], [-4.114, 0.960, 0.240], [-3.870, 2.104, -0.466], [-4.298, -0.044, -0.703], [-0.273, -0.261, 4.727], [0.333, -1.924, 4.682], [1.088, -0.671, 3.674], [0.415, -2.979, 2.679], [-1.094, -3.055, 1.825], [-0.259, -1.166, 0.336], [1.241, -1.185, 1.237], [1.044, -3.859, 0.557], [0.247, -3.133, -0.818], [3.029, -2.421, 0.238], [2.713, -3.454, -1.147], [1.943, -1.511, -2.347], [2.811, -0.094, -3.994], [2.668, 5.893, -4.148], [2.599, 4.905, -1.832], [-4.531, 0.084, 3.219], [-5.128, -0.987, 1.931], [-4.260, -1.654, 3.311], [-3.415, -1.581, 0.197], [-2.872, 1.486, 1.839], [-2.023, 0.710, 0.512], [-5.052, 1.080, 0.786]],
  "nbo_charge": [-0.42, -0.43, -0.20, -0.42, -0.41, -0.22, -0.61, 0.63, -0.60, 0.21, -0.28, 0.11, -0.40, 0.18, 0.01, -0.26, -0.18, 0.23, -0.38, 0.67, -0.66, 0.18, -0.63, -0.74, -0.50, 0.57, -0.34, -0.37, 0.25, 0.19, 0.20, 0.19, 0.23, 0.21, 0.22, 0.20, 0.20, 0.23, 0.20, 0.40, 0.24, 0.24, 0.24, 0.23, 0.20, 0.23, 0.49, 0.26, 0.23, 0.14],
  "gap_ev": 9.138,
  "multiplicity": 1,
  "e_lumo_ev": -0.052,
  "e_homo_ev": -9.19,
  "smiles": "CN(CCCCNC(=O)c1cc2nc(Cl)ccc2o1)C(=O)[C@](C)(O)CC(F)F"
}

---

No. 4
{
  "formula": "C18H22ClMnN5O7PS",
  "method": "ωB97M-V/def2-TZVPD",
  "species": ["Mn", "O", "C", "O", "C", "C", "Cl", "N", "N", "C", "C", "O", "O", "C", "C", "C", "C", "C", "C", "H", "H", "H", "H", "H", "H", "C", "O", "P", "O", "C", "O", "C", "H", "H", "H", "H", "H", "H", "H", "H", "H", "C", "C", "C", "N", "N", "C", "N", "S", "H", "H", "H", "H", "H", "H", "H"],
  "positions_angstrom": [[0.886, 0.516, -0.538], [3.478, -3.831, -3.144], [2.165, -3.965, -3.181], [1.614, -4.813, -3.809], [1.320, -2.996, -2.366], [-0.085, -3.109, -2.193], [-1.045, -4.343, -2.766], [-0.527, -2.076, -1.437], [0.527, -1.291, -1.119], [1.631, -1.849, -1.677], [2.884, -1.095, -1.401], [3.990, -1.427, -1.667], [2.609, 0.085, -0.768], [-1.822, -1.783, -0.865], [-1.874, -0.973, 0.266], [-3.087, -0.682, 0.869], [-4.265, -1.196, 0.347], [-4.210, -1.991, -0.786], [-2.999, -2.291, -1.398], [3.818, -3.089, -2.611], [-0.985, -0.579, 0.742], [-3.105, -0.069, 1.761], [-5.214, -0.983, 0.820], [-5.119, -2.392, -1.214], [-3.013, -2.893, -2.289], [0.326, 1.915, 3.580], [0.292, 0.770, 2.627], [1.430, 0.122, 1.827], [1.464, -1.397, 1.963], [0.744, -2.294, 2.919], [2.765, 0.810, 2.114], [4.142, 0.230, 2.068], [-0.306, 1.611, 4.406], [-0.089, 2.772, 3.062], [1.348, 2.088, 3.899], [1.408, -3.140, 3.051], [-0.189, -2.582, 2.447], [0.581, -1.763, 3.851], [4.737, 0.904, 2.672], [4.462, 0.224, 1.032], [4.116, -0.767, 2.495], [-3.500, 2.982, -0.416], [-2.598, 2.905, -1.656], [-1.159, 3.019, -1.286], [-0.413, 2.062, -0.840], [0.881, 2.435, -0.539], [1.146, 3.713, -0.786], [2.317, 4.292, -0.622], [-0.282, 4.521, -1.365], [-4.540, 2.905, -0.728], [-3.379, 3.931, 0.108], [-3.287, 2.165, 0.270], [-2.847, 3.703, -2.356], [-2.735, 1.959, -2.182], [3.128, 3.755, -0.354], [2.461, 5.267, -0.842]],
  "nbo_charge": [1.31, -0.62, 0.77, -0.49, -0.18, 0.21, 0.26, -0.15, -0.39, 0.06, 0.76, -0.46, -0.69, 0.16, -0.28, -0.18, -0.17, -0.15, -0.21, 0.51, 0.16, 0.23, 0.26, 0.26, 0.26, -0.23, -0.82, 2.27, -0.83, -0.23, -0.81, -0.23, 0.25, 0.22, 0.22, 0.25, 0.22, 0.22, 0.25, 0.23, 0.22, -0.59, -0.47, 0.18, -0.38, -0.44, 0.30, -0.71, 0.57, 0.26, 0.23, 0.21, 0.27, 0.26, 0.44, 0.45],
  "gap_ev": [5.304, 6.661],
  "multiplicity": 4,
  "charge": 3,
  "e_lumo_ev": [-12.415, -11.055],
  "e_homo_ev": [-17.72, -17.72]
}